Entry 1:
48
Properties=species:S:1:pos:R:3 method="wB97M-V/def2-TZVPD" total_charge=-2 s_squared=6.009 e_above_lowest_kj_mol=37.4 spin_multiplicity=5 e_homo_ha="-0.113 / -0.111" lumo_energy_ha="0.155 / 0.155"
Fe 0.8894 0.9172 -0.1128
S 1.8390 3.3020 0.4301
S 1.6387 1.4080 -2.6902
F -1.9536 3.6558 -1.9292
F -3.0148 1.6270 -1.7279
F -0.9589 1.9480 -0.7433
F -2.8224 3.0072 0.1228
O 1.5689 -0.9701 -0.6576
O -2.7016 -4.7305 2.2600
O -4.0125 -3.1329 3.1873
O 1.3308 -3.1853 -0.4580
O 1.6876 0.7977 1.8044
N 2.4485 1.6684 2.4150
N -0.6100 -0.4773 0.6847
N 0.9033 -1.0991 -3.1829
N -0.7529 0.4897 -3.4118
C 4.0126 3.4343 3.8107
C -1.8145 -0.5160 -3.4084
C 3.0569 1.2750 3.5550
C -0.0474 -2.2105 -3.2229
C -2.1720 -2.4621 1.8607
C 3.8423 2.1270 4.2807
C -2.5151 -1.1178 1.9608
C -3.0478 -3.5576 2.5141
C 3.4048 3.8130 2.6424
C 0.9867 -2.0274 -0.2259
C -1.7199 -0.1579 1.3575
C 0.5220 0.1894 -3.1302
C 2.6031 2.9234 1.8895
C -0.2697 -1.7651 0.5840
C -1.2712 -1.7943 -4.0137
C -1.0231 -2.7807 1.1467
B -2.2260 2.5889 -1.0634
H -1.9712 0.8963 1.3933
H -3.4078 -0.8504 2.5093
H -2.0265 -2.5800 -3.9797
H 2.8536 0.2496 3.8233
H -2.1589 -0.6913 -2.3863
H 0.4540 -3.0637 -3.6790
H 3.5160 4.8120 2.2452
H 4.6168 4.1423 4.3648
H -0.7153 -3.8091 1.0288
H 4.3083 1.7762 5.1901
H -1.0191 1.4357 -3.1753
H -0.3298 -2.5040 -2.2089
H -0.9981 -1.6210 -5.0590
H 1.7328 -1.2602 -2.6230
H -2.6559 -0.1198 -3.9718

***

Entry 2:
45
Properties=species:S:1:pos:R:3 method="wB97M-V/def2-TZVPD" total_charge=+1 e_above_lowest_kj_mol=282.5 e_homo_ha="-0.435 / -0.436" lumo_energy_ha="-0.228 / -0.250"
Sn -7.8777 6.8641 12.7535
Br -7.3307 7.0876 15.2397
S -6.6374 10.4465 13.4756
S -10.0151 10.0092 13.0737
F -2.9242 8.5020 10.9750
F -3.1043 3.9688 12.2415
F -5.6860 8.3775 10.6813
F -1.6881 6.1287 11.4839
F -5.7548 4.2731 13.0288
O -9.4111 8.6590 12.6885
O -11.4244 9.8908 13.2643
O -9.1596 10.6314 14.1335
N -5.6817 12.5798 12.1645
N -6.7527 12.9521 14.2169
C -6.6710 14.3785 14.2460
C -5.7436 6.4703 12.0707
C -5.0397 7.4206 11.3960
C -4.5308 13.4543 12.1802
C -3.0240 6.2025 11.5792
C -9.7407 12.3713 11.7771
C -8.8326 11.2894 9.3692
C -9.6410 10.9805 11.6092
C -3.6357 7.4106 11.2995
C -3.7463 5.1384 12.1110
C -5.0832 5.2986 12.4271
C -8.8534 12.6733 9.5824
C -9.3838 13.2299 10.7465
C -9.2759 10.4192 10.3743
C -8.3324 13.5473 8.4851
C -6.3027 12.1016 13.3058
H -5.5999 11.7716 11.5491
H -7.8209 14.4595 8.8667
H -3.9627 13.3994 13.1562
H -7.2084 12.4097 14.9288
H -9.4413 14.2997 10.8823
H -7.0886 14.8649 13.3186
H -7.6301 12.9951 7.8231
H -4.8090 14.5133 12.0232
H -10.1905 12.7568 12.6948
H -8.4459 10.8736 8.4317
H -9.1808 13.8823 7.8473
H -9.2385 9.3329 10.2175
H -7.2428 14.7240 15.1182
H -5.6341 14.7960 14.3921
H -3.8474 13.2383 11.3518

***

Entry 3:
33
Properties=species:S:1:pos:R:3 method="wB97M-V/def2-TZVPD" total_charge=-1 s_squared=16.099 spin_multiplicity=8 e_homo_ha="-0.101 / -0.100" lumo_energy_ha="0.078 / 0.040"
Gd -0.9830 -1.1221 1.2309
Br 0.7781 -3.0679 1.5967
C -0.8097 0.7301 2.7942
C -3.0855 -1.7723 -0.0970
C 3.2830 0.5217 -0.7940
C -2.1804 0.7827 4.7628
C 1.6621 1.6315 -2.0070
C 2.9280 1.7085 -0.0772
C -1.9504 -2.1951 -0.8613
C -1.2419 -1.0251 -1.2947
C 0.2165 1.4116 3.3975
C 0.0410 1.7644 4.7605
C -2.0335 0.4455 3.3906
C 1.9250 2.3954 -0.8286
C -1.9618 0.1232 -0.8220
C -3.0920 -0.3387 -0.0755
C -1.1474 1.4391 5.4326
C 2.4977 0.4714 -1.9857
H 1.4360 3.3246 -0.5369
H 3.3774 2.0518 0.8491
H 2.5267 -0.3136 -2.7378
H 0.8337 2.2921 5.2926
H 0.9265 1.8737 -2.7736
H -3.8702 -2.4150 0.2973
H -1.2568 1.6844 6.4935
H -3.8656 0.2848 0.3772
H -2.8812 0.0089 2.8415
H -0.3555 -1.0007 -1.9288
H -1.6813 -3.2319 -1.0740
H -1.7305 1.1639 -1.0576
H 4.0258 -0.2078 -0.4863
H -3.1007 0.5183 5.2905
H 1.1297 1.6901 2.8607

***

Entry 4:
40
Properties=species:S:1:pos:R:3 method="wB97M-V/def2-TZVPD" total_charge=+3 e_homo_ha=-0.617 lumo_energy_ha=-0.494
La -1.7489 4.4119 -3.6090
Cl -1.4630 -2.5891 -2.5204
O -0.3237 3.3255 -2.4628
O 0.6672 1.0738 5.1240
O 1.7642 3.5336 2.2510
O 1.3295 -2.3261 3.0364
O 1.0357 0.9908 3.0925
N -0.7099 -1.3993 2.5117
N 0.0779 0.9294 4.1315
C -0.4122 -0.4283 1.5158
C -2.0961 -1.9283 2.4109
C -0.9235 -0.5272 0.1037
C 1.8643 3.5446 -1.3652
C 0.4617 0.7867 1.8474
C 0.1645 1.7010 -0.5919
C 0.1029 -3.7356 1.4468
C -1.2519 0.2561 -2.3739
C 0.7374 1.8117 0.8269
C -0.6793 -1.0583 -3.0963
C -0.6674 0.4768 -0.9421
C 2.3716 3.6535 -0.1003
C 0.3317 -2.4768 2.3863
C 1.6299 3.0655 1.1556
C 0.4812 2.8291 -1.5213
C 0.8980 -1.1511 -3.0667
H 2.3421 3.9605 -2.2923
H -2.3874 0.2288 -2.3559
H -2.2350 -2.6799 3.2485
H 1.2490 -1.7677 -2.1889
H 3.3547 4.1865 0.0277
H -0.5084 -3.4397 0.5468
H -0.9806 1.1111 -3.0625
H 1.1203 -4.1187 1.1468
H -1.5615 -1.4130 -0.1404
H -0.4474 -4.5118 2.0511
H -0.9717 -0.9432 -4.1849
H -2.8940 -1.1506 2.5605
H -2.3302 -2.4736 1.4544
H 1.2686 -1.6440 -4.0048
H 1.3397 -0.1145 -2.9969

***

Entry 5:
41
Properties=species:S:1:pos:R:3 method="wB97M-V/def2-TZVPD" total_charge=-1 s_squared=0.760 e_above_lowest_kj_mol=0.0 spin_multiplicity=2 e_homo_ha="-0.168 / -0.156" lumo_energy_ha="0.101 / 0.101"
Cu -0.8076 2.8136 -1.4801
S -0.4889 3.0443 0.7800
S 0.1538 -0.8230 1.9565
S -2.2504 -0.0086 -1.3894
O 1.4608 -1.4198 1.8205
O -0.9720 -1.7245 1.9145
O -2.3778 3.2067 -2.3355
O -1.0122 -0.1024 -2.2277
N -0.0314 0.3996 0.9018
N 1.0234 2.2308 -2.2146
C 2.7328 -0.4213 -3.7357
C -0.1434 1.4676 3.0081
C 0.1628 -0.1862 4.7520
C -2.6653 -1.7338 -1.0728
C 2.6538 -2.2349 -1.6228
C 3.2974 -1.6779 -3.8778
C -3.5985 0.3567 -2.5098
C 2.1284 -0.0808 -2.5289
C 3.2579 -2.5823 -2.8237
C -0.2729 2.4784 3.9466
C 0.0691 0.1683 3.4215
C 2.0838 -0.9828 -1.4705
C 0.0362 0.8278 5.6924
C -0.2052 1.5562 1.5048
C 1.5247 1.2076 -2.3515
C -0.1797 2.1448 5.2911
H -2.6100 -2.2611 -2.0260
H 2.7494 0.2922 -4.5485
H -1.9251 -2.1149 -0.3705
H -4.5426 0.2475 -1.9720
H -0.4432 3.4949 3.6180
H -3.4391 1.4019 -2.7920
H -3.5438 -0.3221 -3.3619
H 3.6990 -3.5643 -2.9427
H 0.3279 -1.2141 5.0473
H 1.5978 -0.6959 -0.5499
H 3.7660 -1.9537 -4.8138
H -0.2778 2.9185 6.0425
H 2.6155 -2.9323 -0.7965
H -3.6585 -1.8142 -0.6303
H 0.1050 0.5936 6.7474

***

Entry 6:
50
Properties=species:S:1:pos:R:3 method="wB97M-V/def2-TZVPD" total_charge=+1 s_squared=8.758 e_above_lowest_kj_mol=0.0 spin_multiplicity=6 e_homo_ha="-0.376 / -0.468" lumo_energy_ha="-0.134 / -0.170"
Ru 0.2388 -0.0117 -0.3757
S -2.1119 2.4598 -0.2809
S 0.4434 3.3685 -0.5318
F -3.8234 4.3182 -1.0235
F -3.0510 3.0521 -2.6144
F 0.5489 1.6322 -2.6054
F 0.3938 3.7152 -3.1800
F -4.5436 2.2897 -1.2327
F 2.2476 2.9434 -2.3667
O 0.8077 2.1616 0.2252
O 3.0515 -3.7962 -0.2174
O 1.0847 -2.5917 -0.5001
O 1.2245 4.5222 -0.2859
O -1.7083 1.2274 -0.9592
O -2.5706 2.3020 1.0586
O 2.7133 -0.0842 -0.3443
N -1.4671 -1.4266 0.0484
N -1.0886 3.6450 -0.5101
N 0.0748 -0.3733 1.9135
C -3.4913 3.0858 -1.3565
C 2.0817 -3.1885 -0.3619
C -2.1870 -1.8778 -0.9762
C 4.8153 -0.9758 -1.2928
C -3.7442 -2.8750 0.5113
C 0.8617 0.2703 2.7704
C 2.6083 -0.7348 -2.6934
C -2.9933 -2.3970 1.5704
C -1.8496 -1.6503 1.3111
C 0.6294 0.2658 4.1343
C -1.2945 -1.0917 3.7111
C 0.9175 2.9064 -2.2906
C -0.4667 -0.4378 4.6074
C -3.3445 -2.6106 -0.7898
C 3.3750 -0.6645 -1.4263
C -1.0054 -1.0346 2.3537
H 2.7425 0.1665 -3.3054
H -4.6428 -3.4471 0.6986
H 3.3442 0.2036 0.3234
H 1.5327 -0.8354 -2.5006
H -2.1630 -1.6245 4.0690
H -0.6795 -0.4668 5.6673
H 5.0780 -1.8174 -1.9338
H -3.2934 -2.5975 2.5882
H 2.9304 -1.5836 -3.2972
H -1.8194 -1.6365 -1.9656
H 1.6940 0.8152 2.3440
H 1.2843 0.8061 4.8021
H 5.0736 -1.2328 -0.2620
H 5.4536 -0.1315 -1.5889
H -3.9122 -2.9616 -1.6391